Record 1
# C54H42F5Ge2N8STl

A structure of composition C54H42F5Ge2N8STl at a distorted geometry (the ωB97M-V functional and the def2-TZVPD basis, OMol25).

The value obtained for the HOMO-LUMO gap (spin up / spin down) is 4.7 / 3.3 eV. The value obtained for the energy is -7744.7249 hartree.

Each line ends with the Löwdin charge.
Atoms and positions in Å:
1 Tl 0.324 0.328 -0.344  0.71
2 C 1.402 4.236 4.848  -0.07
3 C 0.016 4.349 4.896  -0.07
4 C -0.804 3.457 4.222  0.00
5 C -0.195 2.458 3.486  -0.11
6 C -0.713 1.412 2.614  -0.30
7 N -1.968 1.033 2.540  0.22
8 C -2.344 0.095 1.693  -0.28
9 C -3.276 -0.972 2.010  -0.09
10 C -4.192 -1.105 3.033  0.00
11 C -4.896 -2.294 3.128  -0.07
12 C -4.623 -3.334 2.252  -0.06
13 C -3.701 -3.200 1.225  0.00
14 C -3.046 -1.991 1.060  -0.09
15 C -2.114 -1.400 0.073  -0.38
16 N -1.625 -1.697 -1.102  0.12
17 C -1.043 -2.937 -1.393  -0.37
18 N 0.216 -2.896 -0.545  -0.40
19 C 1.313 -2.841 -1.323  -0.30
20 N 2.568 -2.592 -1.003  0.23
21 C 2.996 -1.747 -0.103  -0.28
22 N 2.245 -0.784 0.497  0.03
23 C 3.019 -0.120 1.399  -0.26
24 N 2.700 0.831 2.245  0.20
25 C 1.484 1.265 2.498  -0.30
26 N 0.321 0.778 2.010  0.07
27 C 1.208 2.354 3.424  -0.10
28 C 2.021 3.235 4.114  0.00
29 C 4.385 -0.598 1.302  -0.09
30 C 5.548 -0.183 1.924  0.00
31 C 6.735 -0.766 1.512  -0.07
32 C 6.744 -1.749 0.528  -0.07
33 C 5.572 -2.201 -0.064  0.00
34 C 4.383 -1.617 0.334  -0.08
35 C 0.923 -3.106 -2.695  -0.11
36 C 1.702 -3.307 -3.823  -0.02
37 C 1.057 -3.438 -5.041  -0.08
38 C -0.328 -3.390 -5.127  -0.06
39 C -1.113 -3.215 -3.996  -0.01
40 C -0.468 -3.060 -2.788  -0.09
41 N -1.812 -0.129 0.488  0.05
42 H 2.009 4.959 5.374  0.10
43 H -0.428 5.151 5.467  0.10
44 H -1.879 3.544 4.243  0.12
45 H -4.354 -0.298 3.727  0.12
46 H -5.640 -2.428 3.898  0.10
47 H -5.140 -4.276 2.370  0.11
48 H -3.499 -4.057 0.607  0.09
49 H 3.096 3.145 4.069  0.12
50 H 5.517 0.577 2.690  0.11
51 H 7.667 -0.450 1.959  0.10
52 H 7.689 -2.167 0.216  0.10
53 H 5.583 -2.964 -0.826  0.12
54 H 2.775 -3.359 -3.735  0.12
55 H 1.634 -3.590 -5.939  0.11
56 H -0.813 -3.506 -6.084  0.11
57 H -2.191 -3.197 -4.065  0.12
58 C 1.850 -0.030 -5.562  -0.17
59 C 1.917 0.011 -4.046  -0.34
60 Ge 0.193 0.582 -3.093  0.90
61 C -1.639 0.265 -3.921  -0.35
62 C -1.731 0.526 -5.413  -0.17
63 C 0.476 2.540 -3.274  -0.26
64 C 1.008 3.450 -2.447  -0.35
65 Ge 1.113 3.079 -0.435  0.98
66 C 3.032 3.430 0.255  -0.34
67 C 3.514 4.831 0.594  -0.17
68 C -0.497 4.094 0.376  -0.33
69 C -0.408 5.552 0.803  -0.17
70 C 1.441 4.769 -2.925  -0.24
71 C 1.643 5.808 -2.021  -0.08
72 C 2.076 7.054 -2.432  -0.08
73 C 2.325 7.294 -3.772  -0.09
74 C 2.142 6.270 -4.686  -0.09
75 C 1.713 5.024 -4.271  -0.04
76 H 2.834 -0.261 -5.971  0.07
77 H 1.536 0.928 -5.972  0.06
78 H 1.154 -0.794 -5.900  0.04
79 H 2.655 0.754 -3.736  0.06
80 H 2.238 -0.956 -3.668  0.01
81 H -2.295 0.951 -3.383  0.06
82 H -1.960 -0.745 -3.683  0.02
83 H -1.363 1.519 -5.660  0.06
84 H -2.771 0.462 -5.731  0.07
85 H -1.155 -0.204 -5.976  0.05
86 H 0.300 2.841 -4.308  0.04
87 H 3.677 2.996 -0.513  0.06
88 H 3.138 2.805 1.142  0.01
89 H 3.614 5.450 -0.294  0.05
90 H 4.496 4.754 1.064  0.07
91 H 2.838 5.321 1.291  0.05
92 H -0.799 3.503 1.241  0.02
93 H -1.284 3.982 -0.372  0.06
94 H 0.445 5.720 1.457  0.06
95 H -1.314 5.815 1.350  0.07
96 H -0.336 6.220 -0.052  0.05
97 H 1.456 5.623 -0.976  0.05
98 H 2.223 7.840 -1.705  0.11
99 H 2.668 8.264 -4.099  0.10
100 H 2.338 6.445 -5.734  0.10
101 H 1.600 4.239 -5.003  0.10
102 F -4.159 -7.654 -1.667  0.13
103 C -3.428 -6.549 -1.528  -0.12
104 C -3.974 -5.314 -1.861  -0.13
105 F -5.229 -5.239 -2.312  0.13
106 C -3.207 -4.161 -1.731  -0.19
107 F -3.778 -3.005 -2.082  0.13
108 C -1.884 -4.204 -1.281  -0.01
109 S 0.066 -2.662 1.083  0.78
110 C -1.356 -5.456 -0.979  -0.14
111 F -0.080 -5.581 -0.616  0.13
112 C -2.114 -6.621 -1.082  -0.12
113 F -1.574 -7.804 -0.786  0.13

***

Record 2
# C54H42N2OP2S4Tc

A structure of composition C54H42N2OP2S4Tc at a distorted geometry (the ωB97M-V functional and the def2-TZVPD basis, OMol25).

The value obtained for the HOMO-LUMO gap (spin up / spin down) is 6.6 / 5.8 eV. Its spin multiplicity is 4. The value obtained for the energy is -4623.3637 hartree. The total charge is +2.

Each line ends with the Löwdin charge.
Atoms and positions in Å:
1 Tc -0.838 0.746 0.654  0.44
2 O 2.069 2.060 0.219  -0.43
3 S 1.119 1.177 -0.512  0.79
4 C 2.260 -0.322 -0.593  -0.23
5 C 2.627 -0.829 -1.839  -0.06
6 C 3.742 -1.623 -1.953  -0.01
7 C 4.426 -2.083 -0.834  -0.07
8 C 5.654 -3.019 -0.565  -0.07
9 C 5.677 -3.215 0.976  -0.09
10 C 4.538 -2.357 1.491  -0.15
11 C 4.231 -2.113 2.797  0.01
12 C 3.094 -1.338 3.009  -0.07
13 C 2.396 -0.687 1.990  -0.30
14 P 0.935 0.263 2.512  1.02
15 C 0.288 -0.754 3.938  -0.38
16 C 0.264 -2.167 3.785  -0.16
17 C -0.230 -2.981 4.778  -0.08
18 C -0.694 -2.473 6.004  -0.05
19 C -0.477 -1.130 6.226  -0.06
20 C -0.044 -0.262 5.203  -0.08
21 C 1.631 1.760 3.280  -0.36
22 C 2.980 2.141 3.085  -0.08
23 C 3.369 3.344 3.589  -0.05
24 C 2.501 4.145 4.386  -0.05
25 C 1.207 3.739 4.603  -0.06
26 C 0.736 2.573 3.959  -0.12
27 C 2.791 -0.846 0.613  -0.16
28 C 3.896 -1.705 0.444  -0.09
29 C 0.876 1.670 -2.155  -0.35
30 C 1.817 2.645 -2.486  -0.02
31 C 1.734 3.357 -3.712  0.02
32 C 0.689 3.170 -4.569  -0.12
33 C 0.295 3.824 -5.847  -0.07
34 C -1.092 3.155 -6.162  -0.07
35 C -1.316 2.142 -5.092  -0.15
36 C -2.280 1.206 -4.919  0.00
37 C -2.333 0.470 -3.732  -0.07
38 C -1.396 0.541 -2.708  -0.30
39 P -1.654 -0.461 -1.226  0.99
40 C -0.687 -1.986 -1.468  -0.39
41 C 0.135 -2.435 -0.417  -0.14
42 C 0.973 -3.498 -0.611  -0.05
43 C 0.944 -4.154 -1.866  -0.05
44 C 0.072 -3.818 -2.868  -0.05
45 C -0.656 -2.656 -2.673  -0.08
46 C -3.353 -1.168 -1.323  -0.36
47 C -3.479 -2.522 -1.142  -0.11
48 C -4.711 -3.188 -1.119  -0.04
49 C -5.857 -2.452 -1.365  -0.06
50 C -5.738 -1.102 -1.562  -0.07
51 C -4.519 -0.486 -1.530  -0.13
52 C -0.275 1.437 -2.938  -0.15
53 C -0.297 2.210 -4.117  -0.05
54 H 2.231 -0.466 -2.747  0.11
55 H 4.021 -1.958 -2.974  0.14
56 H 6.547 -2.502 -0.856  0.11
57 H 5.598 -3.954 -1.100  0.12
58 H 6.667 -3.035 1.419  0.13
59 H 5.474 -4.258 1.182  0.12
60 H 4.716 -2.457 3.753  0.15
61 H 2.852 -1.216 4.041  0.11
62 H 0.717 -2.630 2.865  0.12
63 H -0.234 -4.031 4.464  0.12
64 H -1.039 -3.071 6.830  0.11
65 H -0.676 -0.776 7.260  0.13
66 H 0.138 0.753 5.550  0.10
67 H 3.560 1.654 2.359  0.09
68 H 4.408 3.744 3.441  0.13
69 H 2.894 5.009 4.826  0.09
70 H 0.507 4.339 5.175  0.11
71 H -0.302 2.261 4.123  0.10
72 H 2.596 2.926 -1.801  0.12
73 H 2.428 4.070 -3.979  0.10
74 H 1.071 3.573 -6.570  0.13
75 H 0.272 4.901 -5.734  0.13
76 H -1.162 2.649 -7.119  0.13
77 H -1.849 3.943 -6.133  0.13
78 H -3.081 1.106 -5.633  0.13
79 H -3.095 -0.323 -3.731  0.12
80 H 0.125 -1.860 0.527  0.06
81 H 1.696 -3.774 0.167  0.12
82 H 1.527 -5.052 -1.973  0.11
83 H -0.032 -4.410 -3.779  0.13
84 H -1.373 -2.200 -3.407  0.13
85 H -2.613 -3.088 -0.971  0.08
86 H -4.629 -4.204 -0.799  0.11
87 H -6.831 -2.943 -1.152  0.14
88 H -6.647 -0.562 -1.803  0.13
89 H -4.465 0.607 -1.650  0.11
90 S -2.481 0.118 2.320  0.62
91 C -4.217 0.066 1.901  -0.55
92 C -4.948 1.136 1.364  -0.23
93 N -5.595 2.017 1.025  0.23
94 C -4.451 -1.269 2.039  -0.61
95 S -2.873 -2.043 2.360  0.79
96 C -5.616 -2.027 2.099  -0.22
97 N -6.533 -2.710 2.032  0.24
98 C -0.261 4.182 0.350  -0.30
99 S -1.764 3.140 0.586  0.73
100 C -2.688 3.361 -0.967  -0.33
101 H 0.066 4.009 -0.640  0.02
102 H 0.484 3.888 1.050  0.02
103 H -0.625 5.170 0.481  0.04
104 H -2.117 2.891 -1.785  0.02
105 H -2.763 4.455 -1.123  0.07
106 H -3.678 2.898 -0.800  0.03

***

Record 3
# C54H43N4O5P2Sr

A structure of composition C54H43N4O5P2Sr (the ωB97M-V functional and the def2-TZVPD basis, OMol25).

The value obtained for the HOMO-LUMO gap is 7.2 eV. The calculation puts the energy above the lowest of the compared OMol25 structures with the same formula, charge and spin at 51.89 kJ/mol. The value obtained for the energy is -3392.3965 hartree. The total charge is -1.

Each line ends with the Löwdin charge.
Atoms and positions in Å:
1 Sr 0.969 -1.214 1.275  1.32
2 O -0.497 -0.209 2.848  -0.30
3 C -0.998 -0.291 4.024  -0.42
4 C -1.499 0.865 4.682  -0.02
5 C -1.998 0.820 5.960  -0.11
6 C -2.036 -0.384 6.672  -0.13
7 C -1.573 -1.527 6.052  -0.08
8 C -1.074 -1.520 4.746  -0.11
9 C -0.632 -2.782 4.141  -0.27
10 N 0.192 -2.989 3.126  0.02
11 C 0.293 -4.352 2.972  -0.14
12 C -0.474 -4.986 3.894  -0.10
13 N -1.054 -3.981 4.630  0.09
14 H -1.444 1.796 4.130  0.11
15 H -2.354 1.731 6.426  0.09
16 H -2.404 -0.421 7.688  0.08
17 H -1.568 -2.451 6.622  0.10
18 H 0.903 -4.784 2.198  0.10
19 H -0.664 -6.026 4.084  0.10
20 H -1.735 -4.096 5.357  0.14
21 C 3.213 0.092 7.126  -0.10
22 C 2.100 -0.259 6.376  -0.07
23 C 2.249 -0.564 5.032  -0.02
24 C 3.492 -0.499 4.425  -0.24
25 C 4.612 -0.151 5.176  -0.04
26 C 4.467 0.139 6.521  -0.10
27 N 3.520 -0.809 3.026  0.03
28 N 4.598 -0.528 2.478  0.05
29 C 4.671 -0.782 1.071  -0.34
30 C 5.973 -0.755 0.572  -0.08
31 C 6.191 -0.998 -0.773  -0.13
32 C 5.092 -1.243 -1.592  -0.12
33 C 3.804 -1.239 -1.061  -0.17
34 C 3.525 -0.999 0.296  -0.17
35 H 3.109 0.330 8.177  0.09
36 H 1.114 -0.295 6.824  0.10
37 H 1.398 -0.843 4.428  0.07
38 H 5.578 -0.109 4.691  0.10
39 H 5.337 0.408 7.108  0.09
40 H 6.794 -0.551 1.250  0.09
41 H 7.194 -0.991 -1.180  0.08
42 H 5.244 -1.431 -2.651  0.09
43 H 2.978 -1.417 -1.747  0.07
44 C 0.404 1.833 -1.787  -0.52
45 P -0.377 1.261 -0.216  1.01
46 C -0.563 2.786 0.784  -0.39
47 C -1.726 3.544 0.876  -0.11
48 C -1.772 4.672 1.683  -0.09
49 C -0.652 5.058 2.407  -0.10
50 C 0.510 4.304 2.329  -0.09
51 C 0.547 3.171 1.532  -0.10
52 C -2.091 0.765 -0.581  -0.36
53 C -2.952 0.627 0.510  -0.10
54 C -4.240 0.147 0.334  -0.08
55 C -4.679 -0.220 -0.932  -0.10
56 C -3.819 -0.113 -2.015  -0.08
57 C -2.532 0.374 -1.840  -0.09
58 P 0.012 3.497 -2.467  1.04
59 C -1.571 3.173 -3.345  -0.39
60 C -1.653 2.406 -4.506  -0.10
61 C -2.879 2.146 -5.095  -0.09
62 C -4.044 2.652 -4.530  -0.10
63 C -3.973 3.432 -3.387  -0.09
64 C -2.740 3.696 -2.804  -0.11
65 C 1.131 3.524 -3.927  -0.40
66 C 2.055 2.530 -4.237  -0.09
67 C 2.881 2.653 -5.350  -0.09
68 C 2.788 3.762 -6.173  -0.10
69 C 1.865 4.758 -5.877  -0.10
70 C 1.054 4.642 -4.762  -0.12
71 H 0.282 1.015 -2.499  0.02
72 H 1.470 1.846 -1.534  0.05
73 H -2.607 3.242 0.325  0.09
74 H -2.686 5.248 1.749  0.10
75 H -0.689 5.936 3.040  0.10
76 H 1.383 4.586 2.904  0.10
77 H 1.449 2.568 1.500  0.10
78 H -2.597 0.873 1.505  0.10
79 H -4.895 0.045 1.190  0.10
80 H -5.683 -0.603 -1.069  0.09
81 H -4.144 -0.417 -3.002  0.10
82 H -1.865 0.420 -2.687  0.09
83 H -0.747 2.001 -4.946  0.11
84 H -2.929 1.542 -5.992  0.10
85 H -5.003 2.439 -4.984  0.10
86 H -4.877 3.832 -2.945  0.10
87 H -2.680 4.314 -1.918  0.09
88 H 2.139 1.645 -3.623  0.09
89 H 3.596 1.870 -5.568  0.10
90 H 3.431 3.855 -7.039  0.10
91 H 1.784 5.631 -6.513  0.10
92 H 0.343 5.429 -4.532  0.10
93 O 0.193 -1.163 -2.205  -0.04
94 C -0.103 -2.267 -1.724  -0.63
95 O 0.013 -2.608 -0.509  -0.20
96 C -0.673 -3.318 -2.658  -0.12
97 C -0.853 -3.020 -4.001  -0.02
98 C -1.388 -3.954 -4.894  0.01
99 C -1.723 -5.179 -4.374  -0.22
100 O -2.258 -6.262 -5.031  0.02
101 C -2.429 -7.273 -4.040  -0.15
102 O -1.960 -6.772 -2.796  0.02
103 C -1.543 -5.479 -3.039  -0.20
104 C -1.023 -4.576 -2.151  0.07
105 H -0.564 -2.034 -4.337  0.11
106 H -1.531 -3.730 -5.942  0.11
107 H -1.848 -8.156 -4.322  0.13
108 H -3.492 -7.521 -3.957  0.13
109 H -0.881 -4.793 -1.103  0.12

***

Record 4
# C54H44BrCaF5N4O2S

A structure of composition C54H44BrCaF5N4O2S (the ωB97M-V functional and the def2-TZVPD basis, OMol25).

The value obtained for the HOMO-LUMO gap is 5.3 eV. The calculation puts the energy above the lowest of the compared OMol25 structures with the same formula, charge and spin at 126.65 kJ/mol. The value obtained for the energy is -6602.9381 hartree. The total charge is -2.

Each line ends with the Löwdin charge.
Atoms and positions in Å:
1 Ca -0.228 0.632 -0.495  1.16
2 C -2.982 -1.173 -2.205  -0.18
3 N -3.213 -0.113 -1.224  -0.13
4 C -3.856 1.043 -1.844  -0.13
5 C -3.278 2.401 -1.524  -0.26
6 C -4.119 3.491 -1.330  -0.05
7 C -3.566 4.759 -1.252  -0.09
8 C -2.195 4.892 -1.374  -0.06
9 C -1.427 3.745 -1.524  -0.11
10 N -1.954 2.523 -1.585  0.10
11 C -4.019 -0.666 -0.136  -0.14
12 C -3.995 0.158 1.124  -0.26
13 C -4.986 1.079 1.439  -0.04
14 C -4.897 1.768 2.641  -0.08
15 C -3.827 1.513 3.478  -0.07
16 C -2.879 0.583 3.071  -0.13
17 N -2.965 -0.087 1.930  0.14
18 C -1.993 -0.813 -3.269  -0.29
19 C -2.208 -1.192 -4.588  -0.03
20 C -1.204 -0.994 -5.522  -0.08
21 C -0.027 -0.398 -5.108  -0.06
22 C 0.088 -0.014 -3.782  -0.11
23 N -0.865 -0.220 -2.874  0.07
24 H -3.926 -1.508 -2.669  0.13
25 H -2.501 -2.008 -1.669  0.08
26 H -4.935 1.053 -1.631  0.11
27 H -3.761 0.940 -2.930  0.13
28 H -5.189 3.339 -1.250  0.10
29 H -4.197 5.626 -1.096  0.10
30 H -1.709 5.857 -1.328  0.10
31 H -0.350 3.796 -1.610  0.09
32 H -3.601 -1.641 0.115  0.12
33 H -5.061 -0.809 -0.474  0.12
34 H -5.810 1.248 0.756  0.10
35 H -5.651 2.498 2.912  0.10
36 H -3.701 2.042 4.413  0.10
37 H -2.005 0.375 3.679  0.11
38 H -3.141 -1.668 -4.860  0.10
39 H -1.337 -1.309 -6.549  0.10
40 H 0.797 -0.235 -5.789  0.10
41 H 0.977 0.491 -3.422  0.10
42 F 1.391 -3.733 5.394  0.08
43 C 1.581 -3.015 4.269  -0.16
44 C 0.592 -2.180 3.790  -0.16
45 F -0.576 -2.086 4.453  0.09
46 C 0.790 -1.476 2.620  -0.26
47 F -0.219 -0.703 2.197  0.03
48 C 1.970 -1.532 1.877  -0.56
49 S 2.213 -0.617 0.430  0.64
50 C 2.944 -2.392 2.398  -0.25
51 F 4.119 -2.540 1.766  0.06
52 C 2.762 -3.119 3.558  -0.15
53 F 3.732 -3.936 4.011  0.09
54 C 6.097 2.330 2.288  -0.07
55 C 5.085 2.540 1.192  -0.28
56 C 4.074 3.485 1.323  -0.02
57 C 3.094 3.642 0.350  -0.20
58 C 2.010 4.674 0.509  -0.03
59 C 3.124 2.814 -0.773  -0.07
60 C 4.139 1.875 -0.937  -0.24
61 C 4.160 0.960 -2.132  -0.04
62 C 5.113 1.757 0.047  -0.03
63 C 2.005 2.909 -1.789  -0.66
64 O 2.017 3.824 -2.619  0.01
65 O 1.098 2.019 -1.682  -0.23
66 H 6.075 3.151 3.007  0.06
67 H 7.111 2.255 1.888  0.07
68 H 5.890 1.405 2.832  0.08
69 H 4.036 4.107 2.213  0.11
70 H 2.108 5.199 1.460  0.07
71 H 1.023 4.205 0.495  0.06
72 H 2.050 5.397 -0.309  0.08
73 H 3.684 0.009 -1.882  0.04
74 H 5.187 0.749 -2.440  0.07
75 H 3.630 1.397 -2.979  0.08
76 H 5.888 1.004 -0.066  0.12
77 C 1.144 -6.623 2.240  -0.13
78 C 1.571 -6.202 0.986  -0.10
79 C 0.976 -5.120 0.357  -0.02
80 C -0.072 -4.418 0.966  -0.20
81 C -0.489 -4.859 2.227  -0.07
82 C 0.105 -5.942 2.858  -0.11
83 C -0.724 -3.224 0.373  -0.14
84 C -0.606 -2.715 -0.859  -0.08
85 C 0.071 -3.249 -1.994  -0.30
86 C -0.618 -4.120 -2.876  -0.07
87 C -0.058 -4.556 -4.064  -0.14
88 C 1.217 -4.151 -4.448  -0.15
89 C 1.915 -3.298 -3.594  -0.12
90 C 1.368 -2.851 -2.407  -0.08
91 H 1.626 -7.458 2.735  0.08
92 H 2.393 -6.714 0.497  0.09
93 H 1.338 -4.797 -0.608  0.10
94 H -1.290 -4.320 2.724  0.11
95 H -0.233 -6.242 3.844  0.09
96 H -1.373 -2.719 1.093  0.07
97 H -1.616 -4.445 -2.599  0.10
98 H -0.627 -5.225 -4.702  0.08
99 H 1.654 -4.490 -5.380  0.07
100 H 2.916 -2.970 -3.860  0.09
101 H 1.937 -2.201 -1.753  0.05
102 Br -0.568 5.331 5.108  0.60
103 C -0.602 4.098 3.634  -0.71
104 C 0.403 3.156 3.507  -0.16
105 C 0.358 2.282 2.422  -0.17
106 C -0.652 2.285 1.438  -0.22
107 C -1.631 3.268 1.651  -0.19
108 C -1.630 4.172 2.715  -0.17
109 H 1.209 3.111 4.230  0.09
110 H 1.180 1.571 2.339  0.07
111 H -2.476 3.347 0.967  0.06
112 H -2.415 4.911 2.827  0.08